[1]
{"formula": "C21H32BNO4", "method": "wB97M-V/def2-TZVPD", "orbital_gap_ha": 0.352, "mol_weight_da": 373.3, "e_lumo_ev": -0.28, "smiles": "CCCCCCCCCCCCCN1C(=O)c2cccc(B(O)O)c2C1=O", "e_homo_ev": -9.9, "symbols": ["C", "C", "C", "C", "C", "C", "C", "C", "C", "C", "C", "C", "C", "N", "C", "O", "C", "C", "C", "C", "C", "B", "O", "O", "C", "C", "O", "H", "H", "H", "H", "H", "H", "H", "H", "H", "H", "H", "H", "H", "H", "H", "H", "H", "H", "H", "H", "H", "H", "H", "H", "H", "H", "H", "H", "H", "H", "H", "H"], "xyz": [[-5.687124, -6.450751, 2.595616], [-5.137305, -5.015857, 2.453509], [-3.673994, -5.002582, 2.019180], [-3.104191, -3.588627, 1.946740], [-1.586301, -3.600942, 1.690818], [-0.790613, -3.294579, 2.950966], [0.723488, -3.498684, 2.768007], [1.591459, -2.231394, 2.849485], [0.926230, -0.945459, 2.355783], [1.949274, 0.167511, 2.070252], [1.588636, 0.978226, 0.810892], [2.793617, 1.772785, 0.301994], [2.404494, 3.062200, -0.427508], [2.214819, 2.873467, -1.873999], [3.348598, 3.018701, -2.693376], [4.384742, 2.446611, -2.559105], [2.991735, 3.978892, -3.764201], [3.787791, 4.533678, -4.755237], [3.184796, 5.430664, -5.637970], [1.826317, 5.756397, -5.534319], [1.017875, 5.184585, -4.538632], [-0.516572, 5.511523, -4.374727], [-0.913787, 6.841862, -4.255651], [-1.436627, 4.496608, -4.402126], [1.646732, 4.297768, -3.657519], [1.125866, 3.558273, -2.464625], [0.014307, 3.492405, -2.037894], [-4.909991, -7.185367, 2.408914], [-6.506715, -6.612095, 1.904537], [-6.037951, -6.611692, 3.610268], [-5.701168, -4.485606, 1.689190], [-5.230228, -4.482248, 3.393810], [-3.106321, -5.566338, 2.764397], [-3.556768, -5.513004, 1.064609], [-3.633300, -3.066879, 1.152845], [-3.288147, -3.119650, 2.911232], [-1.318608, -4.612396, 1.385768], [-1.311383, -2.942266, 0.868081], [-1.132803, -4.020027, 3.691012], [-1.044127, -2.317220, 3.350820], [1.063699, -4.171678, 3.552371], [0.925119, -4.008929, 1.830163], [2.458800, -2.389926, 2.208785], [1.997920, -2.070960, 3.846685], [0.375402, -1.165807, 1.443248], [0.217366, -0.577789, 3.092977], [1.961368, 0.876485, 2.894871], [2.950757, -0.236526, 1.939583], [1.240184, 0.299597, 0.037864], [0.761474, 1.639125, 1.067518], [3.448200, 2.043262, 1.128059], [3.345659, 1.145968, -0.391040], [3.125852, 3.854905, -0.232517], [1.458402, 3.404240, -0.021844], [4.836983, 4.288236, -4.815480], [3.774202, 5.890405, -6.417871], [1.386188, 6.450052, -6.232243], [-1.269544, 6.997960, -3.373997], [-1.954785, 4.492890, -3.588969]], "forces_ev_per_angstrom": [[0.10, 0.55, 0.18], [0.30, -0.58, -0.52], [-0.12, 0.26, 0.63], [0.33, -0.59, -0.26], [-0.35, 0.02, 0.06], [0.13, -0.68, -0.09], [0.02, 0.41, 0.65], [-0.01, 0.12, -0.45], [0.55, 0.01, 0.14], [-0.65, 0.15, -0.57], [0.41, -0.14, 0.50], [-0.44, 0.28, -0.22], [-0.14, -0.88, 0.42], [-0.01, 0.78, 0.03], [-0.49, 0.29, -0.33], [0.91, -0.29, 0.44], [-0.15, 0.41, -0.59], [-0.34, 0.05, 0.03], [-0.21, -0.06, 0.16], [0.29, -0.51, 0.58], [0.00, -0.19, -0.23], [-0.23, 0.23, -0.41], [0.55, -0.41, 0.56], [0.49, -0.06, 0.52], [0.14, -0.02, -0.33], [0.65, -0.20, -0.33], [-0.95, 0.44, 0.46], [0.07, -0.15, -0.13], [-0.13, -0.22, -0.03], [-0.20, -0.16, 0.07], [-0.23, 0.23, 0.09], [-0.08, 0.20, 0.10], [0.17, -0.14, -0.03], [0.02, -0.08, -0.14], [-0.08, 0.35, 0.08], [-0.21, 0.37, -0.03], [0.16, -0.08, -0.22], [0.07, 0.15, -0.02], [-0.10, 0.04, 0.21], [0.04, 0.19, -0.04], [0.13, -0.18, -0.01], [-0.11, -0.02, -0.22], [0.19, -0.07, 0.01], [-0.10, -0.03, 0.21], [-0.15, -0.02, -0.12], [-0.25, -0.03, 0.00], [0.31, -0.03, 0.25], [0.14, -0.15, 0.10], [-0.13, -0.04, -0.19], [-0.14, 0.11, -0.13], [0.08, -0.07, 0.15], [0.37, -0.01, 0.07], [0.25, 0.02, -0.28], [-0.21, 0.11, -0.11], [0.08, -0.04, -0.07], [0.06, 0.02, -0.04], [0.00, 0.14, -0.10], [-0.36, 0.32, -0.19], [-0.42, -0.13, -0.25]]}

[2]
{"formula": "C21H32F12O11S2", "method": "wB97M-V/def2-TZVPD", "orbital_gap_ha": 0.352, "mol_weight_da": 752.6, "e_lumo_ev": 0.22, "e_homo_ev": -9.4, "symbols": ["C", "C", "C", "C", "C", "O", "S", "O", "O", "S", "H", "H", "H", "H", "H", "H", "H", "H", "H", "H", "H", "H", "C", "C", "O", "C", "O", "C", "F", "F", "F", "H", "H", "H", "H", "H", "C", "C", "O", "C", "O", "C", "F", "F", "F", "H", "H", "H", "H", "H", "C", "C", "O", "C", "O", "C", "F", "F", "F", "H", "H", "H", "H", "H", "C", "C", "O", "C", "O", "C", "F", "F", "F", "H", "H", "H", "H", "H"], "xyz": [[-3.719917, -3.120871, -2.506640], [-2.496558, -2.518623, -1.820292], [-1.294273, -2.492140, -2.755842], [-0.001841, -1.910980, -2.206684], [-0.063408, -0.419392, -1.915001], [0.434628, -2.720370, -1.060552], [0.704845, -2.105572, 0.370863], [1.161146, -3.224953, 1.160388], [-0.913051, -1.881024, 0.785721], [-0.909230, -0.926761, 2.181423], [-3.500112, -4.142112, -2.831731], [-4.569169, -3.162847, -1.822813], [-4.010030, -2.543824, -3.388155], [-2.726942, -1.507292, -1.471725], [-2.251448, -3.104116, -0.931732], [-1.093705, -3.511447, -3.101442], [-1.532601, -1.903275, -3.649232], [0.785466, -2.087748, -2.942782], [0.884069, -0.040425, -1.528676], [-0.860028, -0.164678, -1.214685], [-0.268250, 0.090062, -2.858473], [-2.216962, -0.649601, 2.147944], [-9.266025, -1.798705, 1.945912], [-7.760009, -1.860568, 2.046112], [-7.142593, -1.655764, 0.750386], [-7.028144, -0.401635, 0.352876], [-7.359031, 0.586110, 0.937877], [-6.330633, -0.358701, -1.030466], [-6.858086, -1.247062, -1.873689], [-5.028645, -0.645964, -0.877183], [-6.433239, 0.851721, -1.567247], [-9.630758, -2.527143, 1.222029], [-9.702139, -2.030147, 2.917790], [-9.598397, -0.805218, 1.648861], [-7.414351, -2.845865, 2.348310], [-7.368941, -1.114204, 2.736292], [-4.189580, 2.075960, -6.075788], [-4.772584, 1.093309, -7.064110], [-3.830252, 0.031020, -7.362926], [-3.757079, -0.941307, -6.474120], [-4.381386, -1.053457, -5.461072], [-2.735597, -2.006644, -6.947365], [-1.588712, -1.443240, -7.338707], [-3.242888, -2.688832, -7.982319], [-2.471138, -2.863476, -5.966443], [-3.250904, 2.483962, -6.450382], [-4.889470, 2.898797, -5.929870], [-4.013117, 1.603044, -5.110808], [-4.962140, 1.553935, -8.030167], [-5.692050, 0.643065, -6.692767], [4.517042, -1.164940, 2.762950], [3.756400, 0.123817, 2.937975], [4.584527, 1.270300, 2.617291], [4.692905, 1.560697, 1.333649], [4.175724, 1.012539, 0.407134], [5.597089, 2.807469, 1.161618], [6.713026, 2.698769, 1.896416], [4.939947, 3.901418, 1.572346], [5.941580, 2.969817, -0.107145], [5.415084, -1.166589, 3.381155], [3.884597, -2.000940, 3.061277], [4.806677, -1.312527, 1.723239], [3.463089, 0.279733, 3.973175], [2.864554, 0.148114, 2.312290], [7.035486, 4.096535, 5.213469], [8.037490, 3.024313, 4.855494], [9.333982, 3.297465, 5.444805], [9.475444, 2.959903, 6.712841], [8.670045, 2.444373, 7.429190], [10.914194, 3.292511, 7.183963], [11.279539, 4.523236, 6.813417], [11.777296, 2.420240, 6.642783], [11.002149, 3.205926, 8.506227], [7.399529, 5.076839, 4.905964], [6.097992, 3.898010, 4.693323], [6.840208, 4.110761, 6.284807], [8.230672, 2.998841, 3.787479], [7.708989, 2.038367, 5.181973]], "forces_ev_per_angstrom": [[0.11, -0.03, 0.00], [-0.02, 0.05, 0.05], [0.00, -0.09, -0.03], [0.12, 0.15, -0.06], [-0.06, 0.00, -0.03], [-0.33, -0.14, -0.08], [0.16, -0.27, 0.16], [-0.02, 0.28, -0.16], [0.31, 0.01, 0.04], [-0.13, 0.04, 0.35], [-0.05, 0.04, -0.01], [0.01, 0.00, -0.06], [-0.01, -0.03, 0.07], [0.01, -0.06, -0.02], [0.01, 0.04, -0.04], [0.02, 0.05, 0.00], [-0.02, -0.06, 0.01], [-0.01, 0.04, 0.04], [-0.03, -0.01, -0.04], [0.05, -0.03, 0.00], [0.01, 0.00, 0.04], [-0.05, 0.01, -0.21], [0.00, 0.00, -0.05], [0.01, -0.01, 0.09], [0.00, -0.01, -0.02], [0.06, -0.01, -0.16], [-0.03, 0.03, 0.05], [-0.04, -0.01, 0.13], [-0.01, 0.01, -0.02], [0.00, 0.04, -0.01], [0.01, -0.01, -0.01], [-0.01, -0.01, 0.01], [-0.01, 0.00, 0.00], [0.01, 0.00, 0.01], [0.00, 0.00, -0.01], [-0.01, 0.01, -0.02], [0.05, -0.02, 0.00], [-0.08, 0.04, -0.01], [0.02, 0.01, 0.00], [0.08, -0.10, -0.08], [0.00, 0.02, 0.07], [-0.10, 0.04, 0.03], [0.01, 0.00, 0.01], [0.03, 0.01, 0.01], [-0.01, 0.01, -0.03], [-0.01, 0.01, 0.00], [0.00, 0.01, 0.00], [-0.02, 0.00, 0.00], [0.02, 0.00, 0.00], [0.02, -0.01, 0.01], [0.14, -0.04, -0.03], [-0.26, -0.13, 0.06], [0.02, 0.02, -0.03], [0.08, 0.16, -0.01], [-0.03, -0.05, -0.02], [-0.11, -0.11, 0.06], [0.03, 0.02, -0.04], [0.02, 0.02, -0.01], [0.00, 0.02, 0.01], [-0.02, -0.03, 0.02], [-0.01, -0.01, -0.01], [-0.03, 0.00, 0.00], [0.05, 0.06, 0.00], [0.03, 0.05, -0.03], [0.04, 0.03, 0.02], [-0.09, -0.07, -0.09], [0.00, 0.02, 0.02], [0.17, 0.03, 0.05], [-0.07, -0.01, 0.01], [-0.09, -0.04, -0.03], [0.00, 0.01, 0.01], [0.00, 0.02, 0.01], [0.01, 0.00, -0.03], [-0.02, 0.00, -0.01], [0.00, 0.00, -0.01], [-0.01, -0.02, -0.01], [0.05, 0.02, 0.02], [0.01, 0.01, 0.03]]}